Entry 1:
Below is an isolated molecule of C3H4N4O at a distorted geometry, with properties calculated with ωB97M-V/def2-TZVPD.

Element x y z (Å)
C  -1.322  -0.114  -0.157
C  0.940  -0.642  -0.119
C  0.821  0.832  0.083
H  -3.292  0.597  0.908
H  -0.663  -2.096  -0.371
H  2.835  -1.307  0.202
H  -1.127  1.995  -0.640
N  -2.623  -0.255  0.351
N  -0.440  -1.001  -0.308
N  1.734  -1.642  0.208
N  -0.581  1.048  -0.297
O  1.622  1.663  0.171

The structure (SMILES) is [H]/N=C1\NC(=O)/C(=N\[H])N1. For the frontier orbital gap, the calculation gives 8.25 eV. Its calculated total energy is -410.862953 Ha. The energy above the lowest of the compared OMol25 structures with the same formula, charge and spin comes out at 88.1 kcal/mol.

Entry 2:
Below is an isolated molecule of C2H4Cl2N6 at a distorted geometry, with properties calculated with ωB97M-V/def2-TZVPD.

Element x y z (Å)
C  1.067  -1.346  -0.230
C  -0.765  1.637  0.384
H  2.384  -1.766  -1.672
H  1.255  -0.404  -2.094
H  -0.683  0.675  2.208
H  -1.790  2.021  2.127
N  1.802  -0.986  -1.411
N  1.153  -2.528  0.217
N  0.271  -0.334  0.426
N  0.262  0.759  -0.264
N  -1.011  1.542  1.736
N  -1.558  2.329  -0.415
Cl  0.619  -2.807  1.842
Cl  -1.172  2.351  -2.049

The structure (SMILES) is NC(=N/Cl)/N=N/C(N)=N\Cl. For the frontier orbital gap, the calculation gives 7.73 eV. Its calculated total energy is -1327.407439 Ha. The energy above the lowest of the compared OMol25 structures with the same formula, charge and spin comes out at 12.4 kcal/mol.